The following is a quantum chemistry calculation of 12 unconnected molecules or ions with the total composition C48H60N12, from the Open Molecules 2025 dataset.

Last column: Löwdin charge in e.
CARTESIAN COORDINATES (ANGSTROEM)
C: 2.7311 -4.1239 -3.9871  -0.100
C: 1.9093 -2.9834 -3.7445  -0.150
C: 2.1013 -2.6424 -2.4372  -0.163
N: 2.9535 -3.5464 -1.8724  0.047
C: 3.3755 -4.4351 -2.8146  -0.113
H: 2.7881 -4.7060 -4.8924  0.094
H: 1.2351 -2.5134 -4.4416  0.110
H: 1.6165 -1.9250 -1.7926  0.095
H: 3.1334 -3.4802 -0.8807  0.090
H: 4.1602 -5.1428 -2.6109  0.110
C: 3.5494 4.3309 -1.6263  -0.086
C: 2.1970 3.9451 -1.4261  -0.123
C: 1.7050 3.5504 -2.6450  -0.111
N: 2.7075 3.6964 -3.5622  0.000
C: 3.8255 4.2116 -2.9639  -0.177
H: 4.1768 4.8077 -0.8889  0.090
H: 1.6388 3.8969 -0.5070  0.054
H: 0.7960 3.0461 -2.9278  0.114
H: 2.6949 3.3662 -4.5106  0.139
H: 4.7339 4.3233 -3.5293  0.115
C: -1.4624 -4.5369 3.6119  -0.098
C: -1.4674 -3.2204 3.0503  -0.104
C: -2.7326 -2.9681 2.6291  -0.147
N: -3.5023 -4.0754 2.8856  0.013
C: -2.7194 -5.0462 3.4542  -0.142
H: -0.6143 -5.0932 3.9742  0.091
H: -0.5803 -2.6241 2.9176  0.079
H: -3.1389 -2.1151 2.1189  0.062
H: -4.4757 -4.1643 2.6583  0.141
H: -3.1642 -6.0069 3.6533  0.106
C: 2.3619 -4.3181 1.0799  -0.131
C: 1.9206 -2.9870 1.2349  -0.118
C: 3.0252 -2.2453 1.5538  -0.116
N: 4.1171 -3.0570 1.4835  0.013
C: 3.7288 -4.3381 1.1609  -0.144
H: 1.7762 -5.2009 0.8695  0.102
H: 0.9155 -2.6037 1.1938  0.064
H: 3.1524 -1.1879 1.7200  0.110
H: 5.0687 -2.7349 1.5049  0.148
H: 4.4663 -5.0688 0.8780  0.112
C: -5.3302 -0.2745 2.3203  -0.100
C: -5.9520 0.9978 2.4328  -0.126
C: -5.6344 1.7567 1.3411  -0.132
N: -4.8727 0.9427 0.5296  0.035
C: -4.6716 -0.2616 1.1097  -0.173
H: -5.5385 -1.0683 3.0167  0.095
H: -6.5260 1.3436 3.2784  0.102
H: -5.8062 2.7800 1.0604  0.113
H: -4.4175 1.2304 -0.3211  0.150
H: -4.0779 -1.0208 0.6295  0.067
C: 0.0582 4.8434 1.9621  -0.102
C: -1.0875 4.5288 1.1797  -0.110
C: -0.9794 5.2009 -0.0112  -0.119
N: 0.1923 5.9046 0.0376  -0.010
C: 0.8474 5.6867 1.2212  -0.166
H: 0.3038 4.3098 2.8680  0.093
H: -1.8382 3.8296 1.5012  0.061
H: -1.5348 5.2535 -0.9319  0.108
H: 0.6242 6.4129 -0.7136  0.142
H: 1.7037 6.2943 1.4611  0.108
C: -2.5857 -0.5018 -2.6049  -0.084
C: -3.5868 -0.0282 -3.5082  -0.113
C: -4.7594 -0.6672 -3.2210  -0.143
N: -4.5350 -1.4893 -2.1377  0.024
C: -3.2443 -1.3220 -1.7324  -0.185
H: -1.5531 -0.2078 -2.5345  0.079
H: -3.5470 0.6885 -4.3143  0.087
H: -5.6518 -0.7516 -3.8168  0.103
H: -5.1088 -2.2562 -1.8361  0.146
H: -2.8016 -1.8735 -0.9171  0.092
C: -0.2267 -0.5830 -0.2344  -0.152
C: -0.9986 -0.0494 0.8136  -0.090
C: -0.5042 1.2076 1.1006  -0.102
N: 0.5477 1.4088 0.2636  0.028
C: 0.7241 0.3512 -0.5815  -0.126
H: -0.3709 -1.4997 -0.7882  0.076
H: -1.7905 -0.5407 1.3575  0.062
H: -0.7211 2.0064 1.7871  0.083
H: 1.1122 2.2404 0.2840  0.096
H: 1.5248 0.3294 -1.3011  0.089
C: -1.6585 2.3832 4.7838  -0.102
C: -2.3264 3.5965 4.4561  -0.117
C: -3.2249 3.3166 3.4627  -0.158
N: -3.1172 1.9812 3.1789  0.025
C: -2.1702 1.4178 3.9609  -0.153
H: -0.8291 2.3489 5.4709  0.088
H: -2.0328 4.5770 4.7952  0.093
H: -3.7974 3.9404 2.7975  0.105
H: -3.7194 1.4427 2.5764  0.076
H: -1.9383 0.3766 3.8031  0.109
C: -2.2757 -4.8250 -0.9009  -0.122
C: -2.6671 -5.0007 -2.2583  -0.118
C: -1.5530 -4.7675 -3.0203  -0.138
N: -0.5114 -4.5085 -2.1820  0.035
C: -0.9572 -4.4555 -0.8897  -0.133
H: -2.9734 -4.8825 -0.0796  0.081
H: -3.6517 -5.2772 -2.5948  0.086
H: -1.3975 -4.9369 -4.0731  0.107
H: 0.4067 -4.2653 -2.5299  0.096
H: -0.2713 -4.2315 -0.0906  0.085
C: 4.3921 1.6509 -4.0524  -0.140
C: 4.4126 1.3237 -5.4272  -0.105
C: 4.0199 0.0031 -5.5321  -0.135
N: 3.7290 -0.4429 -4.2832  0.020
C: 3.9608 0.5475 -3.3633  -0.111
H: 4.6479 2.5958 -3.5995  0.045
H: 4.6929 1.9342 -6.2693  0.088
H: 3.7120 -0.5680 -6.3925  0.106
H: 3.4526 -1.3863 -4.0467  0.095
H: 3.7776 0.3780 -2.3165  0.101
C: 2.8454 2.3022 2.6319  -0.105
C: 2.9266 2.0213 4.0267  -0.105
C: 3.3860 3.1473 4.6397  -0.141
N: 3.5012 4.1271 3.6842  0.016
C: 3.1135 3.6349 2.4740  -0.159
H: 2.5858 1.5777 1.8798  0.072
H: 2.8369 1.0638 4.5140  0.091
H: 3.6795 3.3221 5.6602  0.105
H: 3.7613 5.0704 3.9075  0.144
H: 3.1420 4.2310 1.5771  0.088

- Lowest unoccupied orbital energy: 0.60 eV
- E_HOMO: -0.2851 Eh
- Max |F|: 0.024 hartree/bohr
- SMILES string: c1cc[nH]c1.c1cc[nH]c1.c1cc[nH]c1.c1cc[nH]c1.c1cc[nH]c1.c1cc[nH]c1.c1cc[nH]c1.c1cc[nH]c1.c1cc[nH]c1.c1cc[nH]c1.c1cc[nH]c1.c1cc[nH]c1
- Energy relative to the best compared isomer or geometry (same formula, charge and spin): 0.405 eV
- Energy: -2521.9967 Ha



The following is a quantum chemistry calculation of a molecular structure, CH3BBr2O2, from the Open Molecules 2025 dataset.

Last column: Löwdin charge in e.
CARTESIAN COORDINATES (ANGSTROEM)
B: 0.3856 -0.0235 -0.1550  -0.939
C: -1.1086 0.4052 0.3239  -0.944
O: 0.9545 -0.9444 0.5963  0.106
O: 0.9093 0.4564 -1.3351  0.124
Br: -2.0061 -1.3375 0.7928  0.608
Br: -1.1892 1.4869 1.9565  0.615
H: -1.6183 0.9373 -0.5733  0.079
H: 1.9207 -1.0609 0.1873  0.189
H: 1.7520 0.0805 -1.7934  0.162

- Lowest unoccupied orbital energy: -0.11 eV
- E_HOMO: -0.3631 Eh
- Max |F|: 0.096 hartree/bohr
- Energy relative to the best compared isomer or geometry (same formula, charge and spin): 0.551 eV
- Energy: -5363.3434 Ha



The following is a quantum chemistry calculation of 10 unconnected molecules or ions with the total composition C17H54O10, from the Open Molecules 2025 dataset.

Last column: Löwdin charge in e.
CARTESIAN COORDINATES (ANGSTROEM)
C: 25.8459 -20.1397 -36.5179  -0.085
C: 25.6271 -20.4872 -38.0222  -0.288
O: 25.7238 -21.8891 -38.0948  -0.074
H: 25.1015 -20.6077 -35.8737  0.055
H: 25.6714 -19.0858 -36.3015  0.054
H: 26.8232 -20.4884 -36.1843  0.067
H: 26.4330 -20.0138 -38.5830  0.097
H: 24.6074 -20.1458 -38.2000  0.105
H: 26.5696 -22.0881 -38.5031  0.082
C: 22.0605 -20.1772 -35.3805  -0.094
C: 22.2944 -18.8154 -36.0313  -0.286
O: 23.3472 -18.1598 -35.3304  -0.100
H: 21.5523 -20.1864 -34.4163  0.070
H: 23.0165 -20.6519 -35.1594  0.051
H: 21.7338 -20.9730 -36.0499  0.073
H: 21.3616 -18.3391 -35.7294  0.100
H: 22.4206 -18.8079 -37.1139  0.113
H: 23.1418 -17.9864 -34.4088  0.044
C: 26.6146 -11.4437 -38.7791  -0.082
C: 26.5153 -12.1631 -37.4170  -0.333
O: 27.2966 -13.3016 -37.5782  -0.090
H: 26.1488 -12.0134 -39.5831  0.065
H: 27.6480 -11.3944 -39.1219  0.072
H: 26.0779 -10.4950 -38.7812  0.065
H: 25.5090 -12.4834 -37.1469  0.093
H: 26.9233 -11.5765 -36.5938  0.110
H: 27.2556 -13.7131 -36.7119  0.027
C: 31.8228 -16.6866 -33.5867  -0.108
C: 31.4517 -16.3682 -34.9632  -0.270
O: 30.0220 -16.0127 -34.8885  -0.101
H: 32.8594 -17.0217 -33.5506  0.081
H: 31.2271 -17.5170 -33.2075  0.089
H: 31.7576 -15.8504 -32.8905  0.074
H: 31.6874 -17.1211 -35.7153  0.116
H: 32.0814 -15.5151 -35.2156  0.112
H: 29.7576 -16.4524 -35.6999  0.030
C: 25.4240 -15.4471 -33.7061  -0.057
C: 25.8826 -15.4536 -35.2080  -0.249
O: 27.2121 -14.9801 -35.3732  -0.081
H: 26.0684 -15.9393 -32.9777  0.054
H: 24.4888 -15.9910 -33.5730  0.051
H: 25.4135 -14.4002 -33.4030  0.057
H: 25.0896 -14.8213 -35.6072  0.089
H: 25.7420 -16.4300 -35.6718  0.100
H: 27.8048 -15.7345 -35.4081  0.045
C: 28.8870 -13.9906 -31.9130  -0.085
C: 29.0628 -15.4100 -31.5447  -0.367
O: 28.4155 -16.2166 -32.4375  -0.078
H: 27.8811 -13.5903 -32.0393  0.071
H: 29.2121 -13.9054 -32.9499  0.076
H: 29.4596 -13.3786 -31.2160  0.080
H: 28.6597 -15.6483 -30.5604  0.120
H: 30.1378 -15.5800 -31.6029  0.086
H: 28.7386 -16.0364 -33.3234  0.037
C: 24.1493 -11.4884 -30.3535  -0.081
C: 24.0045 -11.7600 -31.8795  -0.323
O: 22.6444 -11.7971 -32.2414  -0.074
H: 25.1441 -11.1339 -30.0839  0.068
H: 23.8408 -12.2903 -29.6827  0.063
H: 23.3630 -10.7870 -30.0743  0.064
H: 24.5997 -12.6577 -32.0470  0.081
H: 24.5342 -11.0228 -32.4829  0.106
H: 22.6039 -11.8156 -33.2004  0.037
C: 23.1007 -17.2042 -30.8961  -0.113
O: 22.7442 -17.7713 -32.2032  -0.137
H: 23.4995 -17.8936 -30.1520  0.071
H: 23.9124 -16.4768 -30.9098  0.072
H: 22.2218 -16.7459 -30.4428  0.076
H: 22.0726 -18.4513 -32.1135  0.070
C: 22.2321 -13.6327 -35.6059  -0.140
O: 21.6728 -12.8329 -34.5991  -0.120
H: 23.1445 -13.2058 -36.0222  0.068
H: 22.5280 -14.6018 -35.2042  0.076
H: 21.4335 -13.8216 -36.3234  0.085
H: 21.3875 -12.0077 -34.9983  0.090
C: 29.1471 -18.1152 -37.6838  -0.109
O: 28.4192 -17.6205 -36.5466  -0.133
H: 29.9959 -18.7613 -37.4598  0.087
H: 28.4334 -18.7129 -38.2508  0.063
H: 29.3326 -17.2305 -38.2929  0.097
H: 28.2068 -18.4566 -36.1255  0.073

- Lowest unoccupied orbital energy: 0.44 eV
- E_HOMO: -0.3471 Eh
- Max |F|: 0.059 hartree/bohr
- SMILES string: CCO.CCO.CCO.CCO.CCO.CCO.CCO.CO.CO.CO
- Energy relative to the best compared isomer or geometry (same formula, charge and spin): 3.363 eV
- Energy: -1432.2884 Ha